{"formula": "C7H14N2", "method": "wB97M-V/def2-TZVPD", "elements": ["C", "C", "C", "C", "N", "N", "H", "H", "H", "H", "H", "H", "C", "C", "C", "H", "H", "H", "H", "H", "H", "H", "H"], "positions_angstrom": [[-2.336961, -0.421116, -2.914487], [-2.052000, 0.967048, 0.382437], [-2.154863, -0.128111, -1.454959], [-1.403554, -0.875265, -0.603691], [-2.549351, 1.015351, -0.816534], [-1.381685, -0.196528, 0.583672], [-2.087218, 1.722765, 1.149317], [-0.816240, -0.484526, 1.362591], [-0.800029, -1.735363, -0.855771], [-1.472695, -0.943241, -3.305019], [-2.464038, 0.535832, -3.425293], [-3.230779, -1.038910, -3.037967], [2.205878, -0.225307, 0.747592], [2.481974, -0.561420, 2.219237], [1.552838, 1.146552, 0.517923], [3.156261, -0.287081, 0.214048], [1.625786, -1.004660, 0.254670], [1.851743, -1.393508, 2.548770], [0.853132, 1.050635, -0.318563], [0.956416, 1.529495, 1.346268], [2.291853, 1.857465, 0.141195], [3.520119, -0.819630, 2.394550], [2.253412, 0.289521, 2.870016]], "atomic_forces_ev_per_a": [[-0.733, 0.519, 0.647], [0.149, -0.427, 0.554], [0.806, -0.201, -0.171], [0.119, -0.304, -0.417], [-0.491, 0.691, -0.551], [0.519, -0.355, -0.004], [-0.272, 0.059, -0.037], [-0.111, 0.285, 0.181], [-0.162, -0.084, 0.483], [0.097, -0.104, -0.124], [-0.053, -0.244, -0.185], [0.079, 0.107, -0.337], [0.369, 0.064, 0.074], [-0.493, 0.023, 0.145], [-0.099, -0.394, -1.280], [-0.003, 0.304, -0.085], [-0.297, -0.092, 0.251], [0.178, 0.043, 0.107], [-0.051, 0.084, 0.046], [0.373, 0.036, 0.162], [-0.077, 0.243, 0.600], [0.115, -0.169, 0.042], [0.039, -0.083, -0.101]], "lowdin_charge": [-0.04, -0.22, -0.37, -0.10, 0.09, 0.04, 0.12, 0.14, 0.12, 0.07, 0.08, 0.07, -0.31, -0.12, -0.12, 0.09, 0.08, 0.06, 0.05, 0.06, 0.07, 0.06, 0.07], "smiles": "Cc1c[nH]cn1.CCC", "largest_force_ha_per_bohr": 0.0261, "homo_energy_ev": -8.5668, "spin_multiplicity": 1, "gap_ev": 9.4, "total_energy_ha": -384.61755, "de_lowest_ev": 0.3902}

---

{"formula": "C7H14N2", "method": "wB97M-V/def2-TZVPD", "elements": ["C", "C", "C", "H", "H", "H", "H", "H", "H", "H", "H", "C", "C", "C", "C", "N", "N", "H", "H", "H", "H", "H", "H"], "positions_angstrom": [[0.245556, -2.081594, -0.726282], [0.699535, -3.566499, -0.799727], [0.806575, -1.283699, -1.882541], [-0.839939, -1.963190, -0.664205], [0.572014, -1.775366, 0.268779], [-0.046534, -4.200520, -0.326648], [1.684780, -3.682140, -0.351821], [0.358715, -0.297630, -1.949258], [1.889345, -1.168536, -1.817457], [0.824921, -3.867421, -1.840381], [0.644761, -1.770564, -2.848402], [0.325355, 1.488824, 2.593092], [-0.910240, 1.956379, -0.733337], [-0.334374, 1.857279, 1.301620], [-1.177094, 2.932087, 1.192933], [-0.165152, 1.247754, 0.073912], [-1.538240, 2.995705, -0.156305], [-0.910859, 1.712152, -1.780471], [-2.326220, 3.592692, -0.383293], [-1.279324, 3.594594, 2.032306], [-0.072130, 0.565481, 3.006596], [0.140859, 2.282614, 3.319110], [1.407701, 1.431590, 2.471785]], "atomic_forces_ev_per_a": [[0.198, -0.993, 0.412], [-0.435, 0.691, -0.487], [0.254, 0.299, -0.172], [-0.008, -0.311, -0.335], [0.195, 0.724, -0.229], [0.242, -0.269, 0.129], [-0.071, -0.106, 0.260], [0.109, 0.154, 0.116], [0.052, 0.110, 0.178], [-0.241, -0.173, -0.060], [-0.255, -0.202, 0.130], [0.169, 0.146, -0.284], [0.400, -0.930, -1.128], [-0.309, 0.596, 0.184], [1.232, -1.276, -0.070], [-0.222, 0.525, 0.764], [-0.461, 1.057, 2.203], [-0.521, 0.306, -0.244], [0.485, -0.454, -0.890], [-0.877, 0.639, -0.486], [0.154, -0.190, -0.026], [-0.067, -0.060, 0.013], [-0.025, -0.284, 0.021]], "lowdin_charge": [-0.32, -0.12, -0.14, 0.09, 0.09, 0.06, 0.06, 0.03, 0.07, 0.06, 0.07, -0.05, -0.22, -0.36, -0.07, 0.11, 0.06, 0.11, 0.15, 0.11, 0.07, 0.07, 0.08], "smiles": "Cc1c[nH]cn1.CCC", "largest_force_ha_per_bohr": 0.0484, "homo_energy_ev": -8.6832, "spin_multiplicity": 1, "gap_ev": 9.5, "total_energy_ha": -384.61209, "de_lowest_ev": 0.5387}

---

{"formula": "C7H14N2O", "method": "wB97M-V/def2-TZVPD", "elements": ["C", "C", "C", "C", "C", "C", "C", "N", "N", "O", "H", "H", "H", "H", "H", "H", "H", "H", "H", "H", "H", "H", "H", "H"], "positions_angstrom": [[-1.616528, 1.048015, -1.945294], [-0.579651, 1.281179, -1.209624], [1.957635, 1.410635, -1.136753], [0.305832, 1.874165, 0.856921], [-0.614790, -1.282537, 0.912787], [-1.229985, -2.600838, 0.597485], [0.580693, 1.490607, -0.575848], [0.958609, -1.889861, -0.611923], [0.588329, -0.951396, 0.122118], [-2.240505, -2.807934, 1.579934], [-2.232601, 1.751953, -2.320115], [1.851986, 1.353586, -2.171241], [2.570248, 2.169541, -0.866316], [2.585362, 0.563775, -0.702385], [0.750384, 2.913280, 0.826613], [-0.680041, 1.905533, 0.950829], [0.867678, 1.389437, 1.661212], [-1.327215, -0.617354, 0.673085], [-0.299835, -1.303707, 2.059704], [-0.528979, -3.332890, 0.574829], [-1.750984, -2.637756, -0.269344], [1.865355, -1.622865, -1.202443], [-2.017200, 0.158448, -2.155783], [-1.777559, -3.294079, 2.326330]], "atomic_forces_ev_per_a": [[1.786, 0.967, 1.484], [3.099, 0.394, -0.422], [-0.947, -2.948, 1.165], [5.698, 1.807, -0.945], [3.446, -2.455, 1.784], [-0.957, 1.328, 2.601], [-2.631, -0.687, 0.291], [0.881, 0.955, -0.630], [1.315, -1.561, -0.337], [0.852, -1.547, 1.972], [-1.525, 2.981, -1.268], [0.392, -0.289, -1.836], [1.466, 3.104, 0.669], [-1.281, 0.353, -0.658], [-0.833, -0.523, 0.666], [-4.119, 0.236, 1.172], [-0.265, -0.490, -0.329], [-2.255, 3.119, -0.136], [-0.707, 0.511, -2.408], [2.017, -2.456, 0.091], [-1.247, 0.263, -3.084], [-1.980, -0.023, 1.653], [-1.025, -3.990, -0.316], [-1.181, 0.950, -1.179]], "lowdin_charge": [0.03, -0.07, -0.05, -0.07, -0.18, -0.29, -0.37, 0.07, -0.07, -0.08, 0.02, 0.06, 0.03, 0.10, 0.11, 0.02, 0.08, 0.07, 0.17, 0.07, 0.09, 0.10, 0.01, 0.12], "smiles": "[H]/N=N/CCO.C=C=C(C)C", "largest_force_ha_per_bohr": 0.1177, "homo_energy_ev": -8.2507, "spin_multiplicity": 1, "gap_ev": 9.1, "total_energy_ha": -459.65918, "de_lowest_ev": 5.9774}

---

{"formula": "C7H14N2O", "method": "wB97M-V/def2-TZVPD", "elements": ["C", "C", "C", "C", "C", "C", "C", "H", "H", "H", "H", "H", "H", "H", "H", "H", "H", "H", "H", "H", "H", "N", "N", "O"], "positions_angstrom": [[3.090660, -0.947429, -1.052988], [4.428863, -0.693151, -1.608177], [-0.121076, 0.366162, 1.301760], [-1.570610, -0.109533, 1.398027], [-2.596907, 0.638130, 0.515364], [-2.684245, 2.117031, 0.917355], [-3.975551, -0.017562, 0.744273], [2.337318, -0.175344, -1.393842], [0.061163, 1.313376, 1.835478], [0.559701, -0.381357, 1.728533], [0.184169, 0.514627, 0.257348], [-1.663720, -1.173470, 1.134058], [-1.858601, -0.068439, 2.447637], [-2.894981, 2.219647, 1.983706], [-1.768104, 2.679765, 0.697490], [-3.490968, 2.621946, 0.348586], [-4.328975, 0.097253, 1.781798], [-4.741424, 0.447396, 0.103383], [-3.954593, -1.089705, 0.506499], [-1.715964, 1.282107, -1.256448], [-1.757312, -0.369048, -1.117603], [5.560263, -0.657431, -1.917473], [-2.253180, 0.507861, -0.894618], [2.806989, -1.874206, -0.333208]], "atomic_forces_ev_per_a": [[-1.458, 0.352, -0.011], [3.246, -0.772, -0.182], [0.254, 0.022, -0.110], [0.050, -0.088, 0.059], [-0.066, -0.170, 0.749], [-0.262, 0.296, -0.648], [-0.348, 0.164, -0.018], [0.457, -0.686, 0.418], [-0.209, -0.300, -0.179], [-0.150, 0.160, -0.054], [-0.067, -0.026, 0.147], [0.273, 0.141, -0.073], [-0.261, 0.109, 0.113], [-0.024, -0.059, -0.077], [0.000, -0.256, 0.073], [0.300, -0.298, 0.314], [0.295, -0.072, -0.218], [0.362, -0.110, 0.086], [0.077, 0.222, 0.039], [0.099, 0.008, 0.113], [-0.440, 0.698, 0.289], [-2.900, 0.207, 0.549], [0.133, -0.448, -0.620], [0.638, 0.906, -0.758]], "lowdin_charge": [-0.26, -0.13, -0.11, -0.23, -0.66, -0.05, -0.07, 0.12, 0.07, 0.07, 0.05, 0.11, 0.11, 0.08, 0.08, 0.09, 0.08, 0.08, 0.08, 0.06, 0.09, 0.17, 0.05, 0.09], "smiles": "CCC(C)(C)N.N#CC=O", "largest_force_ha_per_bohr": 0.0650, "homo_energy_ev": -9.2114, "spin_multiplicity": 1, "gap_ev": 8.2, "total_energy_ha": -459.82180, "de_lowest_ev": 1.5522}

---

{"formula": "C7H14N2O", "method": "wB97M-V/def2-TZVPD", "elements": ["C", "C", "C", "C", "C", "C", "C", "N", "N", "O", "H", "H", "H", "H", "H", "H", "H", "H", "H", "H", "H", "H", "H", "H"], "positions_angstrom": [[-2.410970, 0.890308, -0.594013], [2.550507, -0.246364, -0.863144], [-0.050255, 1.088504, 1.759709], [-1.802793, -2.153538, -0.045138], [-1.231311, 0.677413, -1.275757], [1.915936, 0.840030, -0.058835], [0.763088, 0.216733, 0.689341], [-3.398429, 1.139904, -0.032034], [-0.161551, -0.578814, -0.056892], [-1.200480, -1.090750, 0.690695], [3.367845, 0.199995, -1.630138], [3.088477, -1.088114, -0.180152], [1.703559, -0.594667, -1.513835], [-0.785252, 0.600748, 2.442919], [0.748532, 1.694256, 2.423975], [-0.546598, 1.945508, 1.169145], [-2.630579, -2.493507, 0.638854], [-1.265734, -3.086864, -0.235602], [-2.121052, -1.682614, -1.120395], [-1.353247, 0.046416, -2.065745], [-0.558062, 1.610238, -1.342462], [2.755758, 1.107352, 0.546393], [1.492849, 1.631667, -0.558740], [1.129760, -0.673847, 1.211843]], "atomic_forces_ev_per_a": [[-2.739, 1.243, 1.550], [1.753, -0.866, -2.812], [2.303, 2.906, -0.129], [-1.885, 0.801, -1.309], [4.188, 1.079, 2.979], [0.225, -2.299, 1.393], [-2.068, -0.788, 4.355], [1.134, -0.538, -0.567], [-2.347, 1.371, -4.442], [1.275, -0.622, 0.397], [-1.676, -1.079, 1.910], [-1.587, 1.948, -1.772], [1.302, -0.744, 0.462], [0.763, 0.109, -0.963], [-1.717, -1.511, -1.265], [0.363, -1.348, 0.934], [0.296, 0.775, -1.130], [0.943, 0.584, 0.095], [0.239, -1.472, 2.671], [0.173, -1.232, -2.450], [-1.216, -1.711, -0.296], [-0.289, 1.069, 1.278], [-0.241, 2.062, -1.728], [0.806, 0.265, 0.840]], "lowdin_charge": [-0.34, -0.14, -0.04, -0.08, -0.02, -0.25, -0.42, 0.17, -0.02, -0.23, 0.11, 0.13, 0.07, 0.07, 0.11, 0.08, 0.11, 0.07, 0.12, 0.04, 0.12, 0.11, 0.07, 0.14], "largest_force_ha_per_bohr": 0.1021, "homo_energy_ev": [-8.6771, -8.6784], "spin_multiplicity": 1, "gap_ev": [9.0, 9.0], "total_energy_ha": -459.64365, "de_lowest_ev": 6.4000}